1.
# C33H29FMgNO2P2S2

C33H29FMgNO2P2S2 as an isolated structure in a non-equilibrium geometry (ωB97M-V with the def2-TZVPD basis set, the Open Molecules 2025 dataset).

```
! RIJCOSX wB97M-V def2-TZVPD def2/J DEFGRID3
* xyz -1 1
Mg 10.82381 11.50717 8.76594
S 13.33016 11.24344 9.65491
P 12.52387 11.67991 11.45427
C 10.81290 11.50541 11.28261
P 9.25458 10.88347 11.59745
S 8.28812 11.20908 9.80455
C 8.17551 11.51191 12.87945
C 6.86316 11.09052 12.95100
C 5.97761 11.76625 13.78650
C 6.40544 12.79357 14.63649
C 7.73446 13.19381 14.55529
C 8.62757 12.61016 13.63594
C 9.14944 9.16448 12.03337
C 9.16088 8.10855 11.09248
C 8.93615 6.80980 11.51880
C 8.82818 6.48411 12.83889
C 8.94651 7.53257 13.77684
C 9.24614 8.84417 13.39601
C 13.07062 13.40127 11.87893
C 12.16859 14.43486 12.17161
C 12.72223 15.70850 12.36171
C 14.07811 16.00103 12.33636
C 14.91858 14.95902 12.08258
C 14.45539 13.63739 11.86267
C 13.36649 10.69950 12.75494
C 13.20748 11.10954 14.07995
C 13.86597 10.48288 15.13437
C 14.58608 9.34754 14.89410
C 14.62482 8.81615 13.58523
C 13.96212 9.44663 12.57553
H 6.47531 10.29259 12.31627
H 4.98486 11.45777 13.90377
H 5.75727 13.24496 15.40062
H 8.01614 13.94270 15.34060
H 9.72174 12.93901 13.59047
H 9.38345 8.37799 10.08957
H 8.89210 6.00087 10.74807
H 8.69597 5.47584 13.13711
H 8.89428 7.37925 14.84765
H 9.45405 9.57703 14.16143
H 11.09125 14.17474 12.29208
H 12.07382 16.55024 12.51842
H 14.40968 17.02572 12.63879
H 16.00135 15.16332 12.04427
H 15.19828 12.83810 11.62364
H 12.47211 11.91131 14.30544
H 13.79705 10.87554 16.15230
H 15.16156 8.90420 15.71755
H 15.24138 7.93679 13.38336
H 13.96700 8.95336 11.62718
F 9.13810 17.07957 6.55108
C 9.70442 15.98098 7.13502
C 10.70548 15.25122 6.53612
C 11.22727 14.12248 7.18529
C 10.57904 13.70988 8.36018
C 9.64072 14.39547 9.01968
C 9.19273 15.58991 8.39751
H 11.16162 15.57414 5.62375
H 12.16160 13.69701 6.85936
H 9.20529 14.07344 9.97728
H 8.32962 16.12497 8.83057
N 11.11789 9.01849 4.87355
C 10.76074 8.31885 6.10534
C 10.79794 9.41677 7.19195
O 10.65217 9.10579 8.40948
O 10.89579 10.65001 6.83622
H 11.03139 10.03689 5.09996
H 10.49611 8.85030 4.07785
H 12.10130 8.87696 4.60180
H 11.42109 7.41407 6.35562
H 9.67119 7.99754 6.09302
*
```

Its energy above the lowest of the compared OMol25 structures with the same formula, charge and spin is 68.8 kcal/mol. Its orbital gap is 3.660 eV. The value obtained for the lowest unoccupied orbital energy is 0.654 eV.

Results of the Mulliken charge analysis, in e, for atoms 1 through 2: 0.2195, -0.7494


2.
# C29H24N6O2STe4Ti

C29H24N6O2STe4Ti as an isolated structure in a non-equilibrium geometry (ωB97M-V with the def2-TZVPD basis set, the Open Molecules 2025 dataset).

```
! RIJCOSX wB97M-V def2-TZVPD def2/J DEFGRID3
* xyz -2 1
Ti -0.96825 0.07355 -1.41988
C -2.55316 1.22319 3.53086
C -3.00440 2.02503 2.49482
C -3.09566 1.52697 1.20145
C -2.71136 0.22080 0.92055
C -2.26272 -0.58867 1.97160
C -2.18850 -0.09392 3.26046
N -2.69029 -0.25287 -0.42177
C -3.22061 -1.52398 -0.62680
C -4.19075 -2.16995 0.13433
C -4.58914 -3.46289 -0.18683
C -4.01949 -4.13200 -1.26191
C -3.04251 -3.50905 -2.02993
C -2.65356 -2.21351 -1.71770
N -1.65418 -1.47916 -2.34123
N -0.89233 -2.16303 -3.26314
C 0.05304 -1.36148 -3.69164
C 1.05865 -1.80519 -4.61117
C 1.97700 -0.91656 -5.05909
C 1.94968 0.43658 -4.60659
C 1.02329 0.79540 -3.67945
N 0.10713 -0.08226 -3.17581
H -2.47725 1.61760 4.53743
H -3.27634 3.05624 2.68288
H -3.43201 2.15599 0.38828
H -1.95110 -1.60299 1.75404
H -1.82928 -0.73437 4.05907
H -4.63501 -1.65730 0.97827
H -5.35301 -3.94655 0.41101
H -4.33249 -5.14125 -1.50263
H -2.57191 -4.00411 -2.86791
H 1.03081 -2.83777 -4.93098
H 2.73636 -1.23047 -5.76680
H 2.64925 1.17065 -4.97818
H 0.97375 1.80304 -3.28004
C 4.62413 1.67187 5.28332
C 3.73137 1.79527 4.07697
C 4.19501 2.37537 2.90241
C 3.36613 2.50729 1.79517
C 2.06124 2.05663 1.86704
C 1.57181 1.48295 3.03418
C 2.41106 1.34888 4.12653
S 0.95620 2.26714 0.48441
O 1.78353 2.60442 -0.64520
O -0.07060 3.16108 0.92179
N 0.28609 0.79598 0.30967
C 1.08803 -0.27046 -0.00959
C 2.49354 -0.34135 -0.11288
C 3.04267 -1.53587 -0.50478
C 2.23402 -2.63135 -0.82563
C 0.87360 -2.46144 -0.77681
N 0.30849 -1.31973 -0.35345
H 5.67590 1.73725 5.00386
H 4.46529 0.72208 5.79584
H 4.42084 2.46983 6.00158
H 5.21992 2.72571 2.84873
H 3.71890 2.95077 0.87259
H 0.54248 1.14371 3.07111
H 2.03633 0.89121 5.03569
H 3.10570 0.52698 0.05779
H 4.11933 -1.61619 -0.60037
H 2.65690 -3.56614 -1.16405
H 0.18124 -3.23060 -1.09564
Te -3.60140 1.45115 -3.90418
Te -4.80373 3.33021 -5.34931
Te -0.82648 5.04266 -2.95758
Te -1.83117 2.71900 -2.09482
*
```

Its energy above the lowest of the compared OMol25 structures with the same formula, charge and spin is 31.9 kcal/mol. Its orbital gap is 3.868 eV. The value obtained for the lowest unoccupied orbital energy is 3.485 eV.

Results of the natural (NBO) charge analysis, in e, for atoms 1 through 2: 1.5651, -0.2577


3.
# C3H13NO2

A 3-piece molecular cluster, C3H13NO2 overall in a non-equilibrium geometry (ωB97M-V with the def2-TZVPD basis set, the Open Molecules 2025 dataset).

```
! RIJCOSX wB97M-V def2-TZVPD def2/J DEFGRID3
* xyz -1 2
C 0.96526 0.05244 1.25912
C 0.05079 -1.06137 0.70487
C 0.69167 -2.43989 0.55847
N 0.13712 1.20963 1.52842
H 1.89296 0.23972 0.65093
H 1.42478 -0.40704 2.33524
H -0.50491 -0.76558 -0.26999
H -0.60392 -1.21776 1.57385
H -0.12096 -3.31140 0.78372
H 1.69602 -2.59720 0.97368
H 0.89378 -2.65961 -0.47009
H 0.55598 2.06872 1.18696
H -0.04313 1.38437 2.50653
H -2.24225 0.64100 -0.67927
H -1.39770 1.68563 -0.04894
O -1.73639 1.46168 -0.94959
H -0.19584 0.73164 -1.83857
H -0.16392 0.21188 -3.52972
O 0.18675 0.56596 -2.67642
*
```

Its energy above the lowest of the compared OMol25 structures with the same formula, charge and spin is 44.2 kcal/mol. Its orbital gap (spin up / spin down) is 2.648 / 9.313 eV. The value obtained for the lowest unoccupied orbital energy (spin up / spin down) is 3.843 / 3.705 eV.

Results of the natural (NBO) charge analysis, in e, for atoms 1 through 2: -0.4058, -0.5004


4.
# C24H27NO5S

The molecule C24H27NO5S (ωB97M-V with the def2-TZVPD basis set, the Open Molecules 2025 dataset).

```
! RIJCOSX wB97M-V def2-TZVPD def2/J DEFGRID3
* xyz 0 1
C -0.90270 -3.74637 0.80196
C -1.61983 -2.39556 0.71980
O -2.85785 -2.52328 1.42580
C -3.54917 -1.38437 1.46017
O -3.10177 -0.33870 1.05328
C -4.93158 -1.60592 2.02210
C -5.67496 -0.28421 2.25468
C -6.59623 -0.14394 1.04511
C -7.04136 -1.57891 0.78492
C -5.75619 -2.38679 0.96613
C -1.94258 -2.11175 -0.76468
O -2.94923 -2.60312 -1.24742
C -1.00306 -1.31637 -1.48765
C -0.04016 -0.57524 -0.86740
C 0.84011 0.31199 -1.56557
C 1.76554 1.08003 -0.93318
C 2.55898 2.02823 -1.72151
C 3.23968 1.66234 -2.91663
C 3.84274 2.71828 -3.51858
S 3.58763 4.18518 -2.66334
C 2.66710 3.36835 -1.47344
N 1.91599 1.01131 0.43741
C 3.02540 1.60961 1.15768
C 3.99430 0.53836 1.67535
C 4.83594 -0.09871 0.56788
C 5.98187 0.79993 0.08839
O 5.55743 1.92941 -0.63727
C 1.06182 0.23399 1.13731
C 0.11417 -0.55682 0.56437
C -0.76150 -1.35155 1.42783
O -0.75547 -1.26053 2.63813
H -1.53855 -4.50795 0.35729
H 0.04087 -3.69862 0.26317
H -0.71944 -3.99403 1.84499
H -4.82300 -2.18484 2.94101
H -4.97523 0.54606 2.33746
H -6.26264 -0.34201 3.17172
H -7.42961 0.53277 1.23014
H -6.02537 0.22548 0.19278
H -7.47449 -1.71400 -0.20484
H -7.78198 -1.87586 1.53042
H -5.94840 -3.40924 1.28615
H -5.20450 -2.43004 0.02549
H -1.15362 -1.23467 -2.55345
H 0.72957 0.40350 -2.63493
H 3.27342 0.65455 -3.29115
H 4.42270 2.72396 -4.41970
H 2.22625 3.92712 -0.67185
H 2.62286 2.17370 2.00406
H 3.56862 2.29058 0.50464
H 3.42877 -0.24156 2.18901
H 4.65947 1.00359 2.40417
H 4.19744 -0.36234 -0.27989
H 5.27851 -1.02066 0.94794
H 6.68010 0.20341 -0.51470
H 6.52676 1.19508 0.94917
H 5.18760 1.63649 -1.47938
H 1.15272 0.24911 2.21420
*
```

As for the structure (SMILES): C[C@]1(OC(=O)C2CCCC2)C(=O)C=C2C=C(c3ccsc3)N(CCCCO)C=C2C1=O. Its energy above the lowest of the compared OMol25 structures with the same formula, charge and spin is 0.0 kcal/mol. Its orbital gap is 7.541 eV. The value obtained for the lowest unoccupied orbital energy is -0.073 eV.

Results of the natural (NBO) charge analysis, in e, for atoms 1 through 2: -0.6059, 0.0583


5.
# C2H5NOS

The molecule C2H5NOS in a non-equilibrium geometry (ωB97M-V with the def2-TZVPD basis set, the Open Molecules 2025 dataset).

```
! RIJCOSX wB97M-V def2-TZVPD def2/J DEFGRID3
* xyz 0 1
C 1.31487 -0.49312 -0.02631
C 0.07809 0.34636 -0.03076
S 0.08153 2.02573 -0.01421
N -1.06738 -0.30055 -0.06646
O -2.23212 0.34116 0.01288
H 2.12910 0.23165 0.02081
H 1.39022 -1.01781 0.94131
H 1.52231 -1.17686 -0.82052
H -1.21696 -1.26096 0.08862
H -1.99965 1.30440 -0.10535
*
```

As for the structure (SMILES): CC(=S)NO. Its energy above the lowest of the compared OMol25 structures with the same formula, charge and spin is 49.1 kcal/mol. Its orbital gap is 9.568 eV. The value obtained for the lowest unoccupied orbital energy is 0.807 eV.

Results of the natural (NBO) charge analysis, in e, for atoms 1 through 2: -0.6879, 0.0965


6.
# CH2N2S

A 2-piece molecular cluster, CH2N2S overall in a non-equilibrium geometry (ωB97M-V with the def2-TZVPD basis set, the Open Molecules 2025 dataset).

```
! RIJCOSX wB97M-V def2-TZVPD def2/J DEFGRID3
* xyz 0 1
C 0.58749 -0.58551 -0.95023
N 0.98242 -1.10790 -1.88247
N 0.01115 -0.11875 0.08097
S -0.70274 1.42671 0.29276
H -0.58014 -1.15208 0.89147
H -0.29818 1.53753 1.56750
*
```

Its energy above the lowest of the compared OMol25 structures with the same formula, charge and spin is 50.1 kcal/mol. Its orbital gap is 8.553 eV. The value obtained for the lowest unoccupied orbital energy is -0.861 eV.

Results of the natural (NBO) charge analysis, in e, for atoms 1 through 2: 0.3694, -0.3555